[1]
Below is 2 unconnected molecules or ions with the total composition C3H9OPS at a distorted geometry, with properties calculated with ωB97M-V/def2-TZVPD.

Properties
**E**: -25424.13527 eV
**E_LUMO**: -2.44 eV
**Net charge**: 0

Atoms and positions in Å:
C: -1.0653 -1.4260 0.0264
C: 0.7395 1.0447 1.2403
C: -0.6224 -0.3250 -0.9654
O: 1.4119 2.3171 -1.9275
P: -0.6771 1.1209 0.1236
S: -2.3340 1.6237 0.9448
H: -0.1699 -1.6250 0.7930
H: -1.9848 -1.3068 0.5889
H: -1.2670 -2.4875 -0.4170
H: 0.7055 1.8274 1.8562
H: 0.7064 0.2326 2.0144
H: 1.7517 1.1143 0.5839
H: -1.2595 -0.2920 -1.7583
H: 0.3112 -0.3074 -1.4429
H: 1.5787 3.1478 -1.6759

[2]
Below is 2 unconnected molecules or ions with the total composition C3H9OS at a distorted geometry, with properties calculated with ωB97M-V/def2-TZVPD.

Properties
**E**: -16139.72735 eV
**E_LUMO**: 4.20 eV
**Net charge**: -1

Atoms and positions in Å:
C: -2.1526 1.1844 -1.4841
O: -0.9650 0.4549 -1.6323
H: -2.6020 1.2146 -0.3753
H: -2.0302 2.1408 -1.9633
H: -2.8228 0.6843 -2.1461
C: 1.4127 -1.4932 0.7118
C: 1.2305 -0.2847 1.5799
S: 0.8191 1.2603 0.6834
H: 2.2646 -1.1960 -0.0712
H: 0.5487 -1.7277 0.0173
H: 1.8821 -2.3380 1.2412
H: 0.5249 -0.4762 2.3740
H: 2.2641 -0.0883 1.9105
H: -0.3741 0.6648 -0.8458

[3]
Below is 2 unconnected molecules or ions with the total composition C3H9PS at a distorted geometry, with properties calculated with ωB97M-V/def2-TZVPD.

Properties
**E**: -23375.88707 eV
**E_LUMO (spin up / spin down)**: 0.87 / -0.78 eV
**2S+1**: 3
**Expectation value of S²**: 2.010
**Net charge**: 0

Atoms and positions in Å:
C: 0.7215 -1.4836 0.1898
C: -0.9378 1.2159 -0.6846
C: 1.2053 -0.1649 0.5883
P: -2.1528 0.2322 0.0419
S: 2.2698 0.6142 -0.4449
H: -0.3236 -1.7062 0.7061
H: 1.5052 -2.2606 0.3191
H: 0.5063 -1.4320 -0.9601
H: -0.6688 2.1199 -0.2027
H: -0.8124 1.1505 -1.6846
H: 1.0267 0.3543 1.5967
H: -3.2849 1.2262 0.1357
H: -1.9418 0.6263 1.3362
H: 2.8872 -0.4925 -0.9369